Entry 1:
Density functional theory data (ωB97M-V with the def2-TZVPD basis set) for a 2-piece molecular cluster, C5H11NO overall.

- SMILES string = [H]/N=C(/C)C=C.CO
- charge = 0

CARTESIAN COORDINATES (ANGSTROEM)
C  1.7306  1.6693  -0.7660
O  1.8500  0.5845  0.1240
H  1.1539  0.6473  0.8317
H  1.9577  2.6184  -0.2692
H  0.7256  1.7171  -1.2005
H  2.4538  1.5055  -1.5638
C  -0.3510  -1.4971  -0.9514
C  -1.1181  -0.3473  -0.3854
C  -1.1021  -0.1566  1.1217
C  -0.4628  -0.9355  1.9871
N  -1.8560  0.3350  -1.1500
H  -2.3797  1.0876  -0.7066
H  -1.8281  0.5666  1.4823
H  -0.4621  -1.4991  -2.0318
H  -0.7156  -2.4368  -0.5414
H  0.7035  -1.3946  -0.7020
H  0.2466  -1.6823  1.6691
H  -0.5463  -0.7820  3.0520

Atomic partial charges in e from the Mulliken method, atoms 1 to 2: C -0.52; O -0.49



Entry 2:
Density functional theory data (ωB97M-V with the def2-TZVPD basis set) for a single C5H11NO molecule.

- SMILES string = CNC(=O)C(C)C
- charge = 0

CARTESIAN COORDINATES (ANGSTROEM)
C  -0.3067  -0.1154  -2.8194
N  -0.1264  0.4794  -1.5172
C  0.0769  -0.3541  -0.4493
O  0.1381  -1.5693  -0.5648
C  0.1760  0.3458  0.8865
C  -1.1469  0.1414  1.6732
C  1.3514  -0.2027  1.6893
H  0.5903  -0.0102  -3.4357
H  -1.1664  0.3356  -3.3175
H  -0.4912  -1.1787  -2.6524
H  0.0260  1.4762  -1.4522
H  0.3719  1.3830  0.6380
H  -1.2785  -0.9072  1.9863
H  -2.0353  0.4085  1.0916
H  -1.1210  0.7529  2.5786
H  1.4169  0.3147  2.6516
H  1.2481  -1.2775  1.8701
H  2.2780  -0.0346  1.1344

Atomic partial charges in e from the Mulliken method, atoms 1 to 2: C -0.85; N -0.20



Result set for ΔE to the lowest compared entry with this formula, charge and spin: 2.139; 0.177 eV, one per record in the order listed.
Result set for LUMO energy: 0.6; 0.9 eV, one per record in the order listed.